This record from the OMol25 dataset describes a cluster of 13 separate species, C46H128N10O13 in total. The level of theory is ωB97M-V/def2-TZVPD.

Output
orbital gap: 9.1 eV
LUMO energy: 0.505 eV
calculated total energy: -3354.78867 a.u.
energy relative to the best compared isomer or geometry (same formula, charge and spin): 3.194 eV
HOMO energy: -8.583 eV

CARTESIAN COORDINATES (ANGSTROEM)
C -1.30695 -4.22480 -2.50821
C 0.07637 -4.71669 -3.07188
C -0.00709 -4.76394 -4.59817
O 1.24377 -5.32601 -4.99512
C 1.28086 -5.34698 -6.37722
N 1.08727 -3.77270 -2.64673
H -2.20224 -4.87252 -2.64406
H -1.48558 -3.21946 -2.89658
H -1.21496 -4.14666 -1.36983
H 0.17142 -5.75876 -2.69915
H -0.11824 -3.78997 -5.12801
H -0.86297 -5.39342 -4.94528
H 2.20160 -5.88533 -6.71488
H 1.38851 -4.35751 -6.81971
H 0.37049 -5.81131 -6.89098
H 1.99971 -3.98525 -2.98992
H 1.23481 -3.64724 -1.64852
C -1.11682 1.08344 0.95536
C -0.81162 -0.35773 1.31268
C 0.64528 -0.69028 1.10958
O 0.83352 -2.08504 1.17741
C 2.12245 -2.47554 1.22916
N -1.16347 -0.59909 2.77476
H -2.05127 1.33789 1.39395
H -1.23863 1.28045 -0.10473
H -0.45195 1.76505 1.53620
H -1.44669 -1.00549 0.64618
H 1.16760 -0.16910 1.92187
H 1.00482 -0.23294 0.17758
H 2.19636 -3.55711 1.26615
H 2.57665 -2.24806 2.20996
H 2.73898 -2.08887 0.40067
H -0.79375 -1.51669 3.03423
H -2.17069 -0.76318 2.86367
C 8.58641 -1.45781 -0.93085
C 8.84286 -0.60798 -2.14375
C 7.72756 -0.61942 -3.10518
O 7.15572 -1.89001 -3.43150
C 6.03894 -1.72199 -4.23645
N 9.05044 0.77780 -1.78665
H 9.52098 -1.64407 -0.42780
H 8.21598 -2.39972 -1.21292
H 7.83203 -0.89828 -0.30653
H 9.77145 -0.96028 -2.66414
H 7.99044 -0.16249 -4.08486
H 6.88007 0.07058 -2.75680
H 5.81560 -2.70215 -4.63954
H 6.16708 -0.96657 -5.01643
H 5.20124 -1.29741 -3.67339
H 8.13450 1.10404 -1.41597
H 9.66901 0.99020 -0.99650
C 1.90644 3.43462 -3.15105
C 0.61856 3.35219 -2.34524
C 0.56041 4.39583 -1.27406
O 1.81824 4.51594 -0.70006
C 1.79265 5.12192 0.58224
N -0.65630 3.44300 -3.10688
H 2.76799 3.39131 -2.52083
H 2.04608 4.39414 -3.65708
H 1.97821 2.59090 -3.88028
H 0.61130 2.35420 -1.84010
H -0.23734 4.09508 -0.60026
H 0.24665 5.38209 -1.71710
H 1.23833 6.07084 0.62212
H 2.83247 5.23037 0.93197
H 1.20586 4.45971 1.21199
H -0.61572 4.34606 -3.57568
H -0.76696 2.67095 -3.75988
C -4.65734 -2.09799 -1.38301
C -3.80447 -0.89899 -1.59057
C -3.62488 -0.50224 -3.03895
O -3.20214 -1.64099 -3.74611
C -3.37328 -1.64042 -5.10436
N -4.35061 0.24429 -0.78071
H -5.66815 -1.88062 -1.63675
H -4.69515 -2.35562 -0.27437
H -4.30119 -2.93089 -2.03086
H -2.79435 -1.07474 -1.21076
H -2.90689 0.38086 -3.12520
H -4.51302 -0.03003 -3.41391
H -3.29143 -0.67910 -5.57366
H -4.30915 -2.15053 -5.36094
H -2.49619 -2.24608 -5.46875
H -3.66101 1.03019 -0.77268
H -5.20538 0.50255 -1.25533
C 4.83184 0.79792 -0.04483
C 4.47588 1.79624 0.98020
C 4.79003 3.20421 0.49796
O 6.13731 3.33387 0.24713
C 6.51914 4.62493 -0.12673
N 3.08933 1.59557 1.43410
H 5.83995 0.99329 -0.37575
H 4.28697 0.87414 -0.99877
H 4.72843 -0.22283 0.29690
H 5.11851 1.68228 1.90100
H 4.51880 3.98027 1.28775
H 4.18073 3.51234 -0.35860
H 6.20237 5.38627 0.57939
H 6.06235 4.95784 -1.10933
H 7.61336 4.64984 -0.13154
H 2.47020 1.84568 0.66413
H 2.95007 2.10525 2.28020
C 0.61363 -0.59482 -6.48079
C 1.96151 -0.23105 -5.82314
C 1.92244 -0.51987 -4.35054
O 0.84329 0.28586 -3.82504
C 0.38633 -0.43582 -2.66084
N 3.13762 -0.92032 -6.44770
H 0.64978 -0.46263 -7.57826
H -0.06783 0.19410 -6.08569
H 0.28853 -1.61037 -6.19406
H 2.14121 0.86332 -5.99350
H 2.84087 -0.36773 -3.77046
H 1.64169 -1.56867 -4.21228
H 1.28515 -0.63771 -1.97797
H -0.04964 -1.43816 -2.95924
H -0.32831 0.22392 -2.18785
H 3.06268 -0.91654 -7.49248
H 3.05648 -1.89220 -6.36217
C 1.16109 4.24019 5.92718
C 0.91326 3.02374 5.21215
C -0.62365 2.76224 5.17324
O -1.18867 2.65571 6.47805
C -1.24870 1.34741 6.97106
N 1.60015 3.06268 3.90543
H 2.23524 4.39111 5.95536
H 0.76825 4.29485 6.94398
H 0.78410 5.10228 5.33772
H 1.26693 2.17006 5.82126
H -0.84297 1.88974 4.47867
H -1.12093 3.67413 4.69809
H -1.52266 0.63798 6.15084
H -2.00708 1.34975 7.80884
H -0.28122 0.98928 7.27502
H 1.19449 3.88275 3.39964
H 1.22136 2.24725 3.35108
C -5.23850 -1.04964 4.40425
C -5.07845 -0.30647 3.10391
C -4.42711 1.07953 3.28101
O -5.30472 2.08712 3.64646
C -4.64895 3.34380 3.83186
N -4.31255 -1.17772 2.29029
H -5.78161 -1.93950 4.08511
H -5.84311 -0.54050 5.21843
H -4.28032 -1.22245 4.80996
H -6.09339 -0.07486 2.71461
H -3.89481 1.27541 2.33749
H -3.66441 0.93598 4.10596
H -4.11159 3.71662 2.87409
H -3.97219 3.30359 4.70251
H -5.46131 4.08196 3.94087
H -4.73816 -2.07309 2.35220
H -4.25448 -0.99601 1.26796
C -5.10025 -5.69330 1.95716
C -4.30953 -6.67908 1.14818
C -2.97178 -5.98473 0.74961
O -2.15485 -5.78266 1.92451
C -1.02058 -4.95781 1.51635
N -4.12995 -7.93177 1.85596
H -6.15992 -5.88599 1.87412
H -4.92246 -4.65831 1.88086
H -4.83225 -5.90191 3.02801
H -4.86048 -6.92876 0.23892
H -3.18024 -5.06621 0.20595
H -2.49429 -6.65808 0.03744
H -0.26535 -4.90609 2.26847
H -1.42204 -3.97458 1.16921
H -0.58807 -5.41259 0.62644
H -3.83412 -7.79300 2.79820
H -3.43775 -8.55528 1.47656
C -1.00379 -3.18478 6.37534
C -1.91236 -4.05671 5.47893
O -1.98639 -3.55173 4.12127
H -0.01705 -3.20293 5.84937
H -0.89731 -3.70003 7.34096
H -1.33798 -2.17584 6.45737
H -2.95429 -4.10998 5.86102
H -1.47808 -5.02301 5.45326
H -2.23090 -4.32401 3.55012
C -3.42486 5.06313 -1.85262
C -3.52997 3.82140 -0.95264
O -2.52140 2.91000 -1.07266
H -4.33780 5.65359 -1.82122
H -3.26394 4.76911 -2.88972
H -2.63941 5.77089 -1.58680
H -4.43283 3.23221 -1.14413
H -3.61239 4.20194 0.08745
H -1.94314 3.09954 -1.84328
C -2.98921 6.53522 2.69944
C -1.51571 6.36649 2.26860
O -0.63497 6.54664 3.34619
H -3.56438 5.89663 1.99923
H -3.32125 7.56087 2.71476
H -3.09676 6.11346 3.69271
H -1.23180 6.96462 1.43895
H -1.24175 5.33249 1.94374
H -0.59052 7.45517 3.66857

Atomic partial charges in e from the Mulliken method, atoms 1 to 5: number 1, C, carries -0.096; number 2, C, carries 0.405; number 3, C, carries -0.322; number 4, O, carries -0.357; number 5, C, carries -0.684

***

This record from the OMol25 dataset describes a structure of composition C10H20ClGaNO. The level of theory is ωB97M-V/def2-TZVPD.

Output
orbital gap: 8.1 eV
LUMO energy: 2.829 eV
calculated total energy: -2907.94041 a.u.
total charge: -1
HOMO energy: -5.249 eV

CARTESIAN COORDINATES (ANGSTROEM)
C -3.17442 -4.02559 3.06250
C -2.45658 -4.05317 2.06676
Ga -1.62362 -4.65443 0.25311
C -0.65498 -3.00083 -0.56179
C 0.85856 -3.39584 -0.74885
O 1.41903 -3.21598 -1.80661
Cl 1.80706 -4.17590 0.59160
H -3.88024 -4.12816 3.91825
H -2.75510 -5.15338 -0.78164
H -0.54999 -5.81563 0.50454
H -1.05556 -2.76169 -1.59060
H -0.72757 -2.09710 0.10228
C 0.86671 2.89955 2.12481
C 1.25700 2.00142 0.95749
N 0.12404 1.58314 0.14848
C 0.43222 0.48194 -0.75915
C 1.46081 0.73734 -1.86087
C -0.69287 2.64802 -0.41315
C 0.00062 3.69435 -1.28882
H 0.08469 2.43893 2.73193
H 1.73414 3.06972 2.76784
H 0.51454 3.87757 1.78702
H 1.73193 1.11179 1.38231
H 2.02386 2.50888 0.35518
H -0.49308 0.12182 -1.21864
H 0.78862 -0.35975 -0.15689
H 1.05969 1.37272 -2.65136
H 1.73766 -0.21244 -2.32667
H 2.37768 1.18989 -1.47644
H -1.18156 3.17421 0.41414
H -1.52124 2.20902 -0.97748
H 0.90928 4.08802 -0.82837
H -0.67358 4.54122 -1.44773
H 0.25227 3.30034 -2.27317

Atomic partial charges in e from the natural (NBO) method, atoms 1 to 5: number 1, C, carries -0.432; number 2, C, carries -0.374; number 3, Ga, carries 0.827; number 4, C, carries -0.955; number 5, C, carries 0.570

***

This record from the OMol25 dataset describes a structure of composition CH5N3O2. The level of theory is ωB97M-V/def2-TZVPD.

Output
orbital gap: 8.9 eV
LUMO energy: 0.102 eV
calculated total energy: -355.65225 a.u.
energy relative to the best compared isomer or geometry (same formula, charge and spin): 4.680 eV
HOMO energy: -8.835 eV

CARTESIAN COORDINATES (ANGSTROEM)
C -0.37107 0.80477 -0.08877
N 0.11749 -1.36278 -0.37422
N 0.49712 -0.09450 -0.63343
N 2.29918 0.13869 -0.04289
O 2.93608 1.13275 -0.17370
O 2.65178 -0.98056 0.18637
H -0.62035 0.45693 0.87570
H 0.18762 1.68440 -0.28854
H -1.32132 0.91665 -0.68529
H -0.14107 -1.51224 0.56794
H 0.81651 -2.03194 -0.60839

Atomic partial charges in e from the natural (NBO) method, atoms 1 to 5: number 1, C, carries -0.456; number 2, N, carries -0.556; number 3, N, carries -0.139; number 4, N, carries 0.554; number 5, O, carries -0.347

***

This record from the OMol25 dataset describes a cluster of 9 separate species, C12H30FN3O8 in total. The level of theory is ωB97M-V/def2-TZVPD.

Output
SMILES: CNCc1cccc2nc(CCF)cnc12.O.O.O.O.O.O.O.O
orbital gap: 8.7 eV
LUMO energy: -0.607 eV
calculated total energy: -1341.28397 a.u.
HOMO energy: -9.277 eV

CARTESIAN COORDINATES (ANGSTROEM)
C 4.07222 -1.00074 -0.96598
N 4.47636 0.42310 -1.16797
C 3.36047 1.19223 -1.76977
C 2.20384 1.38330 -0.77747
C 2.49422 1.62786 0.53577
C 1.44196 1.82275 1.49919
C 0.14500 1.71785 1.07326
C -0.18615 1.45354 -0.29102
N -1.51467 1.35640 -0.61926
C -1.72136 1.10768 -1.89584
C -3.17613 0.93717 -2.33955
C -3.74215 -0.22897 -1.46089
F -4.67024 -1.01732 -2.13299
C -0.65437 0.99414 -2.85100
N 0.63139 1.08366 -2.58677
C 0.83906 1.30156 -1.24839
H 4.04068 -1.25866 0.10615
H 3.08355 -1.20387 -1.41978
H 4.80800 -1.64952 -1.46857
H 5.16613 0.37662 -1.91507
H 3.00995 0.62278 -2.65222
H 3.74263 2.17371 -2.10075
H 3.52301 1.69732 0.89718
H 1.61543 2.05086 2.55292
H -0.67416 1.84152 1.78872
H -3.71587 1.84336 -2.01200
H -3.27928 0.74064 -3.41349
H -2.86363 -0.84344 -1.18566
H -4.11967 0.17768 -0.50789
H -0.93564 0.81729 -3.89301
O -6.49037 1.46567 0.23375
H -6.47544 1.07909 1.11742
H -6.28174 0.72495 -0.34711
O -2.66053 -1.54828 1.49966
H -2.36440 -0.74694 1.04950
H -2.43634 -1.39358 2.42315
O -4.99938 -4.03175 -0.75045
H -4.71674 -3.23455 -1.21283
H -4.76914 -3.86435 0.16956
O 6.30398 -0.19619 1.65444
H 5.80680 0.16616 0.91012
H 6.67637 0.58022 2.08622
O -1.45745 -1.20822 -4.67696
H -1.09090 -2.08113 -4.49863
H -2.40678 -1.36283 -4.74268
O -9.51849 1.30779 1.23410
H -9.97563 2.14557 1.35617
H -8.63598 1.56004 0.93691
O 6.10597 -1.53131 4.27150
H 5.51808 -2.24407 4.00340
H 6.56364 -1.28932 3.45667
O 6.67537 -2.32492 7.45383
H 6.18165 -1.96197 6.70746
H 7.04691 -1.55063 7.88696

Atomic partial charges in e from the natural (NBO) method, atoms 1 to 5: number 1, C, carries -0.437; number 2, N, carries -0.646; number 3, C, carries -0.265; number 4, C, carries 0.071; number 5, C, carries -0.234

***

This record from the OMol25 dataset describes a cluster of 2 separate species, C4H6N2 in total. The level of theory is ωB97M-V/def2-TZVPD.

Output
orbital gap: 10.8 eV
LUMO energy: 0.375 eV
calculated total energy: -265.37311 a.u.
energy relative to the best compared isomer or geometry (same formula, charge and spin): 4.421 eV
HOMO energy: -10.400 eV

CARTESIAN COORDINATES (ANGSTROEM)
C -2.74899 -0.07018 0.02452
C -0.76902 -0.08222 -0.57818
C 0.16376 0.14090 0.58978
C 1.63160 -0.33456 0.35497
N -3.81691 -0.24293 0.38262
N -0.12931 1.15235 -0.43794
H -0.77605 -0.78010 -1.40779
H -0.27164 0.34319 1.49678
H 1.85174 -1.01965 -0.46785
H 1.98830 -0.87582 1.17745
H 2.32029 0.53825 0.03439
H 0.55620 1.23077 -1.16876

Atomic partial charges in e from the natural (NBO) method, atoms 1 to 5: number 1, C, carries 0.147; number 2, C, carries 0.086; number 3, C, carries -0.084; number 4, C, carries -0.642; number 5, N, carries -0.446

***

This record from the OMol25 dataset describes the molecule C5H7NS2. The level of theory is ωB97M-V/def2-TZVPD.

Output
SMILES: S=C1NS[C@H]2CC[C@@H]12
orbital gap: 8.6 eV
LUMO energy: 0.499 eV
calculated total energy: -1045.80208 a.u.
energy relative to the best compared isomer or geometry (same formula, charge and spin): 1.143 eV
HOMO energy: -8.115 eV

CARTESIAN COORDINATES (ANGSTROEM)
S 0.66802 0.00547 3.04525
C 0.78407 0.04890 1.44289
N 1.91509 -0.17411 0.78195
S 2.03248 0.18900 -0.89616
C 0.29136 0.70828 -0.87672
C -0.73382 -0.27542 -1.43615
C -1.27973 -0.63482 -0.05186
C -0.32392 0.48256 0.51881
H 2.63562 -0.58172 1.37346
H 0.22331 1.74664 -1.19127
H -1.51587 0.33445 -2.02462
H -0.42300 -1.12135 -2.00349
H -2.31698 -0.40096 0.15580
H -1.04893 -1.63354 0.20004
H -0.90769 1.30662 0.96206

Atomic partial charges in e from the natural (NBO) method, atoms 1 to 5: number 1, S, carries -0.143; number 2, C, carries 0.090; number 3, N, carries -0.720; number 4, S, carries 0.407; number 5, C, carries -0.365

***

This record from the OMol25 dataset describes a structure of composition C20H37BeBrCl4CsLiN2O10. The level of theory is ωB97M-V/def2-TZVPD.

Output
orbital gap: 1.6 eV
LUMO energy: -7.692 eV
calculated total energy: -6102.03490 a.u.
total charge: +2
HOMO energy: -9.310 eV

CARTESIAN COORDINATES (ANGSTROEM)
C 2.32872 -1.74154 0.04332
C 2.91721 -0.53466 -0.73202
C 2.08654 -0.20069 -1.99495
C 1.49014 1.23027 -1.97569
C 0.00180 1.09006 -1.66650
C -0.79999 2.38990 -1.76308
C -2.18121 2.13616 -1.13960
C -2.95487 1.07816 -1.98232
C -3.45393 -0.04007 -1.22281
N -3.62219 -1.36069 -1.63029
C -3.29930 -1.91932 -2.90374
C -1.73043 -1.93559 -3.07501
O -0.99387 -2.37620 -2.23977
Br -0.95175 -1.22494 -4.71583
C -4.22187 -2.13593 -0.57667
C -5.08963 -1.03376 0.06483
C -3.94991 0.02987 0.21772
H 2.20916 -1.48053 1.09618
H 3.01464 -2.58314 0.01745
H 1.35923 -2.04969 -0.35885
H 3.94191 -0.72947 -1.06510
H 2.93324 0.31470 -0.05327
H 1.25651 -0.89685 -2.05136
H 2.70255 -0.26529 -2.88428
H 1.95336 1.86623 -1.22619
H 1.57666 1.68754 -2.96124
H -0.13263 0.71591 -0.64808
H -0.40084 0.37757 -2.38452
H -0.87866 2.73725 -2.79298
H -0.29605 3.11300 -1.12432
H -2.03118 1.76129 -0.13319
H -2.75342 3.06324 -1.15270
H -2.40397 0.75058 -2.86767
H -3.88502 1.63565 -2.39095
H -3.61442 -3.00082 -2.90215
H -3.77851 -1.34388 -3.69719
H -4.85130 -2.90576 -1.01744
H -3.51728 -2.53796 0.19936
H -5.66852 -1.29838 0.94230
H -5.66979 -0.63139 -0.76227
H -4.20398 1.00925 0.61228
H -3.15022 -0.45073 0.76887
C -2.05162 4.52705 -5.61153
O -2.80844 4.27807 -4.39844
H -1.00921 4.64109 -5.33361
H -2.15503 3.68980 -6.30315
H -2.40461 5.44145 -6.08134
H -3.74343 4.19750 -4.65731
O 5.65968 -1.04051 -1.89750
H 5.81449 -1.93996 -1.51757
C 4.08560 0.18758 2.83113
O 4.84224 -0.57256 2.24157
O 3.61251 -0.00292 3.97966
O 3.65728 1.27779 2.37524
Cs -2.89253 -4.68222 -3.77419
O -6.23297 1.18267 2.89438
H -5.44848 1.78037 2.87746
H -5.97842 0.25439 3.09950
H -6.75091 1.24086 2.05691
Li -1.39220 -2.96758 0.30670
C 6.27663 0.92239 6.53421
Cl 6.15893 -0.73147 5.93844
Cl 6.82080 1.98044 5.22676
Cl 4.68810 1.46389 7.10293
Cl 7.42446 0.99158 7.86781
C 2.74902 -0.66627 10.06638
C 4.00424 -1.24546 9.60826
N 4.99357 -1.70280 9.25436
H 2.83003 -0.39508 11.11679
H 2.52168 0.22523 9.48487
H 1.94392 -1.38809 9.94587
C 4.11160 -3.16647 -2.85578
O 4.51978 -3.56191 -3.93854
O 2.76308 -2.79814 -2.80817
O 4.74143 -3.02922 -1.76169
H 2.59186 -2.97919 -3.74618
Be -3.23005 2.27838 -3.99452

Atomic partial charges in e from the Mulliken method, atoms 1 to 5: number 1, C, carries -1.107; number 2, C, carries 0.010; number 3, C, carries -0.055; number 4, C, carries -1.149; number 5, C, carries 0.687